[1]
# C29H46IrN5O3S2Sb

A structure of composition C29H46IrN5O3S2Sb in a non-equilibrium geometry (the ωB97M-V functional and the def2-TZVPD basis, the OMol25 dataset).

Computed properties:
E_tot ... -75431.4708 eV
HOMO (alpha / beta) ... -15.59 / -15.59 eV
Charge ... +3
Energy above the lowest of the compared OMol25 structures with the same formula, charge and spin ... 194.9 kJ/mol
E_LUMO (alpha / beta) ... -10.790 / -10.790 eV
HOMO-LUMO gap (alpha / beta) ... 0.176 / 0.176 hartree

```
87
C29H46IrN5O3S2Sb | the OMol25 dataset | the ωB97M-V functional and the def2-TZVPD basis
Ir 0.275 -0.498 0.067
C -3.041 -4.210 -3.268
C -3.797 -3.591 -2.090
N -4.756 -2.581 -2.463
C -6.149 -2.950 -2.560
C -6.413 -4.046 -3.586
C -4.431 -1.276 -2.659
O -5.251 -0.404 -2.846
C -2.982 -0.851 -2.657
C -2.378 -0.498 -3.867
C -1.148 0.142 -3.840
C -0.560 0.417 -2.618
N -1.132 0.078 -1.456
C -2.329 -0.525 -1.480
H -2.420 -5.017 -2.889
H -2.417 -3.473 -3.768
H -3.732 -4.631 -3.991
H -3.062 -3.159 -1.401
H -4.342 -4.381 -1.569
H -6.709 -2.046 -2.808
H -6.494 -3.298 -1.579
H -5.959 -3.787 -4.538
H -7.486 -4.130 -3.728
H -6.047 -5.019 -3.273
H -2.877 -0.701 -4.801
H -0.664 0.463 -4.748
H 0.393 0.929 -2.560
H -2.766 -0.754 -0.513
O 4.078 -2.358 -0.500
S 3.316 -1.905 -1.633
O 3.660 -0.647 -2.199
N 1.726 -1.781 -1.007
C 0.997 -2.784 -1.434
S -0.494 -2.979 -0.654
C 1.567 -3.573 -2.507
C 0.944 -4.543 -3.281
C 1.660 -5.128 -4.316
C 2.978 -4.765 -4.561
C 3.611 -3.785 -3.792
C 2.887 -3.204 -2.784
H -0.078 -4.819 -3.080
H 1.176 -5.871 -4.933
H 3.532 -5.248 -5.350
H 4.628 -3.498 -3.999
C 3.373 -2.223 3.029
C 2.182 -2.086 2.066
N 1.873 -0.671 1.815
C 3.080 0.006 1.314
C 4.220 -0.072 2.351
N 3.742 -0.870 3.502
C 2.583 -0.203 4.138
C 1.474 -0.038 3.074
H 4.229 -2.656 2.508
H 3.131 -2.861 3.879
H 1.289 -2.573 2.463
H 2.445 -2.553 1.117
H 2.838 1.046 1.085
H 3.395 -0.482 0.392
H 4.525 0.919 2.693
H 5.094 -0.564 1.921
H 4.496 -0.952 4.190
H 2.902 0.767 4.526
H 2.239 -0.808 4.979
H 1.287 1.021 2.876
H 0.539 -0.491 3.413
C -3.090 3.511 -0.718
C -3.541 2.331 0.113
Sb -1.934 1.543 1.396
C -1.255 3.404 2.398
C -2.359 4.115 3.139
C -3.020 0.359 2.923
C -4.467 0.760 3.079
H -3.920 3.836 -1.343
H -2.266 3.250 -1.380
H -2.794 4.359 -0.105
H -3.904 1.527 -0.525
H -4.342 2.617 0.796
H -0.868 4.018 1.587
H -0.440 3.137 3.067
H -3.180 4.401 2.488
H -1.949 5.040 3.548
H -2.744 3.529 3.971
H -2.465 0.506 3.846
H -2.935 -0.681 2.615
H -4.580 1.816 3.315
H -4.887 0.189 3.908
H -5.057 0.523 2.197
```

[2]
# C29H46MnN6O3S2Si

A structure of composition C29H46MnN6O3S2Si (the ωB97M-V functional and the def2-TZVPD basis, the OMol25 dataset).

Computed properties:
E_tot ... -106776.6121 eV
HOMO (alpha / beta) ... -7.13 / -6.77 eV
E_LUMO (alpha / beta) ... 0.242 / 0.236 eV
Multiplicity ... 2
HOMO-LUMO gap (alpha / beta) ... 0.271 / 0.257 hartree

```
88
C29H46MnN6O3S2Si | the OMol25 dataset | the ωB97M-V functional and the def2-TZVPD basis
Mn 0.731 -0.149 -0.110
N 0.094 0.386 1.862
N -1.165 -0.112 2.244
C -1.981 -0.648 1.311
N -3.084 -1.248 1.801
S -1.693 -0.574 -0.336
H 0.825 -0.177 2.302
H 0.166 1.370 2.093
H -1.230 -0.478 3.183
H -3.407 -1.055 2.734
H -3.759 -1.575 1.132
N 2.619 -0.893 -3.741
C 1.556 -1.744 -3.938
C 0.752 -1.579 -2.854
N 1.318 -0.657 -2.003
C 2.441 -0.269 -2.560
H 3.409 -0.773 -4.349
H 1.470 -2.371 -4.806
H -0.175 -2.070 -2.615
H 3.132 0.442 -2.139
N 1.797 1.341 -0.153
C 2.642 2.259 -0.261
C 2.221 3.682 -0.534
C 1.058 3.920 -1.260
C 0.617 5.214 -1.488
C 1.331 6.294 -0.983
C 2.487 6.067 -0.251
C 2.933 4.770 -0.035
C 4.114 1.968 -0.148
C 5.046 2.623 -0.951
C 6.392 2.288 -0.891
C 6.826 1.305 -0.012
C 5.902 0.644 0.788
C 4.556 0.964 0.710
H 0.503 3.068 -1.634
H -0.285 5.383 -2.063
H 0.988 7.305 -1.159
H 3.046 6.902 0.153
H 3.838 4.601 0.537
H 4.714 3.402 -1.628
H 7.104 2.800 -1.527
H 7.876 1.052 0.047
H 6.234 -0.122 1.477
H 3.823 0.423 1.299
C -0.611 -5.356 1.147
C 0.464 -5.886 2.090
C -0.115 -6.112 3.480
C 1.068 -7.177 1.548
O 1.511 -4.929 2.259
Si 2.254 -3.933 1.183
S 1.135 -2.196 1.027
O 2.370 -4.740 -0.245
C 3.354 -4.695 -1.278
C 4.538 -5.564 -0.871
C 2.671 -5.261 -2.516
C 3.790 -3.256 -1.536
O 3.791 -3.724 1.724
C 4.349 -3.559 3.028
C 3.625 -2.436 3.763
C 5.811 -3.195 2.801
C 4.250 -4.868 3.803
H -1.423 -6.082 1.066
H -0.199 -5.182 0.152
H -1.009 -4.411 1.517
H -0.903 -6.867 3.453
H -0.532 -5.180 3.865
H 0.668 -6.448 4.161
H 0.309 -7.960 1.494
H 1.872 -7.514 2.204
H 1.477 -7.010 0.551
H 4.195 -6.572 -0.634
H 5.027 -5.145 0.009
H 5.264 -5.625 -1.685
H 2.315 -6.273 -2.317
H 3.363 -5.294 -3.360
H 1.814 -4.639 -2.782
H 4.292 -2.838 -0.663
H 2.912 -2.645 -1.752
H 4.475 -3.215 -2.386
H 3.642 -1.525 3.161
H 4.103 -2.239 4.724
H 2.582 -2.708 3.938
H 5.877 -2.363 2.099
H 6.350 -4.044 2.375
H 6.293 -2.912 3.738
H 3.209 -5.126 3.993
H 4.778 -4.779 4.755
H 4.707 -5.674 3.226
```

[3]
# C29H46N2O12S

A cluster of 2 separate species, C29H46N2O12S in total in a non-equilibrium geometry (the ωB97M-V functional and the def2-TZVPD basis, the OMol25 dataset).

Computed properties:
E_tot ... -69187.9930 eV
HOMO ... -8.72 eV
Energy above the lowest of the compared OMol25 structures with the same formula, charge and spin ... 0.0 kJ/mol
E_LUMO ... 0.213 eV
HOMO-LUMO gap ... 0.328 hartree

```
90
C29H46N2O12S | the OMol25 dataset | the ωB97M-V functional and the def2-TZVPD basis
C -2.459 -2.921 -0.366
C -1.738 -1.557 0.174
O -0.477 -1.600 0.257
N -2.633 -0.453 0.548
C -2.906 -0.334 2.004
C -2.396 0.823 -0.172
C -2.886 0.535 -1.719
C -1.692 0.125 -2.712
C -1.221 1.350 -3.696
C -2.086 1.184 -5.084
S -1.377 -0.064 -6.251
O -1.554 -1.506 -5.811
O -2.127 0.061 -7.581
O 0.250 0.155 -6.599
C -3.390 2.039 0.296
C -5.007 1.447 0.118
C -6.194 2.635 0.326
O -5.765 1.979 -1.087
O -1.027 1.263 -0.289
C -0.400 1.614 0.959
C 0.868 2.538 0.625
C 1.987 2.673 1.756
C 1.661 2.118 3.216
C 1.153 3.266 4.275
O 2.951 1.656 3.781
C 2.827 0.341 4.361
C 4.280 -0.364 4.592
C 5.270 -0.413 3.357
C 6.671 -1.141 3.543
C 7.013 -1.787 4.927
C 6.054 -1.723 6.170
C 4.647 -1.002 5.995
O 0.503 3.887 0.136
C -0.261 4.606 1.120
N -1.695 4.878 0.640
C -2.387 4.902 1.765
O -3.022 4.619 2.817
H -1.851 -3.784 0.102
H -3.558 -2.900 -0.017
H -2.330 -2.978 -1.502
H -2.514 0.614 2.514
H -4.048 -0.362 2.204
H -2.481 -1.287 2.514
H -3.643 -0.324 -1.655
H -3.433 1.463 -2.134
H -0.798 -0.403 -2.211
H -2.135 -0.668 -3.442
H -0.100 1.268 -3.977
H -1.467 2.383 -3.270
H -3.110 0.752 -4.738
H -2.285 2.180 -5.611
H 0.457 -0.561 -7.262
H -3.274 2.318 1.398
H -3.328 2.942 -0.417
H -5.249 0.338 0.534
H -7.285 2.331 0.072
H -5.936 3.726 0.098
H -1.079 2.069 1.761
H 0.026 0.632 1.422
H 1.379 2.044 -0.297
H 2.958 2.165 1.384
H 2.258 3.799 1.869
H 0.945 1.231 3.288
H 1.578 2.965 5.304
H 0.004 3.125 4.360
H 1.453 4.323 3.949
H 2.251 -0.420 3.692
H 2.316 0.422 5.405
H 4.952 0.074 2.359
H 7.370 -1.205 2.640
H 8.016 -2.332 5.041
H 6.299 -2.185 7.187
H 3.904 -0.955 6.882
H 0.223 5.660 1.203
H -0.361 4.088 2.136
C -0.077 -3.616 -4.725
C 1.310 -3.101 -4.395
O 1.700 -3.469 -3.065
C 2.066 -4.751 -2.901
O 2.102 -5.601 -3.762
O 2.365 -4.938 -1.602
C 2.671 -6.291 -1.270
H -0.799 -3.285 -3.973
H -0.398 -3.261 -5.704
H -0.106 -4.709 -4.731
H 1.307 -2.008 -4.429
H 2.053 -3.443 -5.123
H 3.465 -6.686 -1.908
H 1.771 -6.905 -1.349
H 3.017 -6.313 -0.235
```

[4]
# C29H47ClN2O4

A cluster of 3 separate species, C29H47ClN2O4 in total in a non-equilibrium geometry (the ωB97M-V functional and the def2-TZVPD basis, the OMol25 dataset).

Computed properties:
E_tot ... -54522.7827 eV
HOMO (alpha / beta) ... -8.48 / -9.38 eV
E_LUMO (alpha / beta) ... -0.680 / -0.680 eV
Multiplicity ... 3
HOMO-LUMO gap (alpha / beta) ... 0.287 / 0.320 hartree

```
83
C29H47ClN2O4 | the OMol25 dataset | the ωB97M-V functional and the def2-TZVPD basis
C 11.302 -4.288 0.575
C 10.751 -5.492 0.380
C 9.291 -5.659 0.422
C 8.568 -5.328 1.493
C 7.092 -5.511 1.395
O 6.412 -5.924 2.301
C 6.515 -5.187 0.045
C 5.193 -4.483 0.009
C 5.407 -2.976 0.224
C 4.139 -2.259 0.651
Cl 6.013 -2.267 -1.320
C 7.234 -5.553 -1.016
C 8.545 -6.209 -0.764
O 8.959 -7.133 -1.419
H 12.290 -4.165 1.002
H 10.795 -3.376 0.275
H 11.373 -6.349 0.142
H 9.000 -4.926 2.399
H 4.607 -4.835 0.860
H 4.697 -4.654 -0.944
H 6.189 -2.802 0.963
H 4.416 -1.242 0.934
H 3.695 -2.742 1.520
H 3.426 -2.174 -0.165
H 6.894 -5.362 -2.026
C -2.019 0.112 1.793
C -0.703 0.117 0.973
C -0.938 0.728 -0.413
C -1.614 -0.202 -1.419
C -0.923 -1.562 -1.461
C -0.817 -2.206 -0.080
N -0.154 -1.274 0.882
O 1.119 -1.243 0.661
C -2.221 -2.608 0.405
C -0.030 -3.508 -0.166
C 0.268 1.015 1.732
H -2.116 -0.795 2.389
H -2.043 0.946 2.493
H -2.905 0.203 1.164
H 0.025 1.036 -0.832
H -1.526 1.641 -0.298
H -2.675 -0.317 -1.178
H -1.578 0.254 -2.411
H -1.460 -2.236 -2.133
H 0.078 -1.439 -1.887
H -2.179 -3.025 1.412
H -2.624 -3.375 -0.257
H -2.940 -1.793 0.404
H 0.964 -3.363 -0.584
H -0.562 -4.208 -0.812
H 0.074 -3.967 0.819
H 0.513 0.597 2.710
H -0.197 1.989 1.880
H 1.195 1.175 1.184
C -6.322 5.842 1.070
C -5.010 5.788 0.242
C -5.214 6.446 -1.128
C -5.952 5.584 -2.154
C -5.342 4.186 -2.232
C -5.269 3.505 -0.867
N -4.548 4.371 0.113
O -3.275 4.328 -0.109
C -6.692 3.175 -0.386
C -4.559 2.164 -0.984
C -3.983 6.605 1.019
H -6.471 4.928 1.642
H -6.291 6.657 1.791
H -7.203 6.003 0.448
H -4.235 6.704 -1.545
H -5.746 7.389 -0.988
H -7.016 5.527 -1.910
H -5.892 6.061 -3.134
H -5.921 3.560 -2.915
H -4.337 4.260 -2.658
H -6.673 2.733 0.611
H -7.142 2.448 -1.064
H -7.363 4.029 -0.365
H -3.559 2.264 -1.403
H -5.124 1.502 -1.641
H -4.477 1.680 -0.009
H -3.761 6.147 1.984
H -4.386 7.602 1.196
H -3.050 6.721 0.471
```

[5]
# C29H47ClN5O5S2Si3Ti

A structure of composition C29H47ClN5O5S2Si3Ti in a non-equilibrium geometry (the ωB97M-V functional and the def2-TZVPD basis, the OMol25 dataset).

Computed properties:
E_tot ... -129454.6163 eV
HOMO (alpha / beta) ... -7.09 / -7.09 eV
Energy above the lowest of the compared OMol25 structures with the same formula, charge and spin ... 386.8 kJ/mol
E_LUMO (alpha / beta) ... -2.017 / -2.552 eV
Multiplicity ... 2
HOMO-LUMO gap (alpha / beta) ... 0.186 / 0.167 hartree

```
93
C29H47ClN5O5S2Si3Ti | the OMol25 dataset | the ωB97M-V functional and the def2-TZVPD basis
Ti 8.360 -9.295 11.018
C 3.892 -7.225 9.519
S 5.528 -6.879 8.789
C 6.439 -8.241 9.428
S 8.125 -8.322 8.904
N 5.936 -9.061 10.296
N 6.741 -10.181 10.344
C 6.461 -11.395 10.656
C 7.356 -12.533 10.422
C 7.202 -13.819 11.050
C 8.112 -14.794 10.691
C 8.794 -14.593 9.464
C 8.973 -13.317 8.954
N 8.190 -12.361 9.419
H 3.311 -6.280 9.374
H 3.392 -8.115 9.140
H 4.022 -7.351 10.594
H 5.475 -11.587 10.890
H 6.504 -13.930 11.893
H 8.194 -15.639 11.281
H 9.186 -15.484 8.886
H 9.560 -13.055 8.085
C 12.469 -10.078 13.428
Si 11.931 -8.170 13.784
C 10.659 -8.419 15.108
C 13.535 -7.687 14.641
C 11.555 -7.335 12.112
Si 12.887 -7.566 10.837
C 14.720 -8.319 11.322
C 13.407 -5.936 9.951
C 12.325 -8.735 9.453
Si 10.173 -6.374 11.857
C 9.824 -5.467 10.187
C 9.952 -4.890 12.949
C 8.421 -6.962 12.438
C 7.359 -6.100 12.627
C 6.112 -6.471 13.202
C 6.050 -7.744 13.840
C 7.083 -8.635 13.554
N 8.205 -8.317 12.811
H 12.780 -10.535 14.346
H 13.196 -10.262 12.599
H 11.626 -10.647 13.135
H 10.153 -9.333 14.867
H 9.980 -7.645 15.329
H 11.274 -8.580 15.971
H 13.753 -6.575 14.711
H 14.359 -8.173 14.186
H 13.476 -8.080 15.675
H 14.725 -9.267 11.853
H 15.217 -7.538 11.962
H 15.282 -8.444 10.386
H 12.672 -5.860 9.093
H 14.469 -5.914 9.674
H 13.129 -5.146 10.619
H 11.204 -8.683 9.536
H 12.597 -9.761 9.616
H 12.515 -8.413 8.382
H 8.828 -5.131 10.134
H 10.016 -6.013 9.308
H 10.428 -4.535 10.203
H 9.667 -5.164 13.987
H 9.188 -4.225 12.618
H 10.914 -4.352 13.053
H 7.434 -5.108 12.282
H 5.279 -5.766 13.211
H 5.188 -8.011 14.458
H 7.148 -9.645 14.006
O 12.732 -10.846 6.705
Cl 11.304 -11.024 6.766
O 10.710 -12.146 5.901
O 10.975 -11.433 8.142
O 9.523 -10.501 11.040
C 12.479 -16.517 14.584
C 13.691 -16.229 15.228
C 13.644 -15.361 16.334
N 12.485 -14.876 16.747
C 11.330 -15.266 16.161
C 11.236 -16.160 15.171
H 12.456 -17.062 13.632
H 14.643 -16.560 14.788
H 14.525 -15.138 16.998
H 10.466 -14.680 16.549
H 10.308 -16.585 14.816
C 13.057 -14.747 11.252
C 13.264 -13.471 10.371
O 12.668 -13.815 9.133
H 13.444 -14.713 12.272
H 13.397 -15.602 10.647
H 11.985 -14.769 11.356
H 14.306 -13.328 10.154
H 12.882 -12.559 10.976
H 11.963 -13.081 8.895
```

Q: E_tot of number 2 (C29H46MnN6O3S2Si)?
A: -106776.6121 eV

Q: Which of these has the highest E_tot?
A: C29H47ClN2O4

Q: Look up the E_tot of the fourth one.
A: -54522.7827 eV

Q: What is the formula in the fourth record?
A: C29H47ClN2O4